Record 1
Density functional theory data (ωB97M-V/def2-TZVPD) for a 2-piece molecular cluster, C2H3FS2 overall in a non-equilibrium geometry.

Positions of all 8 atoms, in Å:
F: 0.3106 2.7582 -0.8510
C: 0.1413 1.5207 -0.4141
S: -1.2323 1.0133 0.1977
H: 1.0641 0.8958 -0.5892
C: -0.1869 -1.4591 0.4722
S: 1.2471 -1.2002 -0.3326
H: -0.3413 -1.4437 1.5591
H: -1.0026 -2.0851 -0.0421

Results
HOMO energy ... -8.84 eV
Net charge ... 0
Energy above the lowest of the compared OMol25 structures with the same formula, charge and spin ... 40.73 kcal per mole
2S+1 ... 1
Energy ... -974.15431 Eh
Structure (SMILES) ... FC=S.C=S
LUMO ... -0.0201 Eh
HOMO-LUMO gap ... 8.29 eV
Strongest force on any atom ... 0.0427 hartree/bohr

Here are the Löwdin charges for atoms 1 to 5, given in e: atom 1 (F): -0.0139, atom 2 (C): -0.7201, atom 3 (S): 0.8166, atom 4 (H): -0.0343, atom 5 (C): -0.6485



Record 2
Density functional theory data (ωB97M-V/def2-TZVPD) for C2H3GdO2 as an isolated structure in a non-equilibrium geometry.

Positions of all 8 atoms, in Å:
C: -0.6989 1.0278 -2.4905
O: -1.2605 1.3954 -3.4056
H: 0.0204 -0.6771 -0.3763
H: 0.0712 0.8551 0.0975
C: 0.4590 -0.1472 0.5686
O: -0.1120 -0.4137 1.7888
Gd: -0.0369 -2.0379 3.2487
H: 1.5577 -0.0026 0.5687

Results
HOMO energy (spin up / spin down) ... -19.01 / -18.45 eV
Net charge ... +2
Energy above the lowest of the compared OMol25 structures with the same formula, charge and spin ... 32.60 kcal per mole
2S+1 ... 8
Energy ... -993.35101 Eh
LUMO (spin up / spin down) ... -0.4052 / -0.4759 Eh
HOMO-LUMO gap (spin up / spin down) ... 7.98 / 5.50 eV
Strongest force on any atom ... 0.0401 hartree/bohr

Here are the Löwdin charges for atoms 1 to 5, given in e: atom 1 (C): 0.0258, atom 2 (O): 0.0826, atom 3 (H): 0.1468, atom 4 (H): 0.1648, atom 5 (C): -0.1454



Record 3
Density functional theory data (ωB97M-V/def2-TZVPD) for a 2-piece molecular cluster, C2H3I overall in a non-equilibrium geometry.

Positions of all 6 atoms, in Å:
C: 1.5970 -0.3437 -1.0657
C: 1.6953 -0.4994 0.0786
H: 1.6270 -0.0841 -2.0750
H: 1.9243 -0.4268 1.0817
I: -4.1341 -0.0563 0.0123
H: -5.0788 0.9507 -0.7794

Results
HOMO energy ... -10.07 eV
Net charge ... 0
Energy above the lowest of the compared OMol25 structures with the same formula, charge and spin ... 39.88 kcal per mole
2S+1 ... 1
Energy ... -375.60011 Eh
Structure (SMILES) ... C#C.I
LUMO ... 0.0270 Eh
HOMO-LUMO gap ... 10.81 eV
Strongest force on any atom ... 0.0719 hartree/bohr

Here are the Löwdin charges for atoms 1 to 5, given in e: atom 1 (C): -0.0043, atom 2 (C): -0.0063, atom 3 (H): 0.0107, atom 4 (H): 0.0034, atom 5 (I): 0.3646



Question: Among the records above, which one has the highest net charge?
Answer: C2H3GdO2